Computed, not measured: one molecule with the formula C7H10S in a non-equilibrium geometry, with ωB97M-V/def2-TZVPD.

```
! wB97M-V def2-TZVPD RIJCOSX def2/J DEFGRID3
* xyz 0 1
C 2.377 -1.011 -0.045
C 0.908 -0.955 -0.292
C -0.968 1.028 -0.910
C -1.463 2.201 -1.205
C -1.323 -0.046 0.118
C -1.235 -0.373 1.587
C 0.021 -0.270 0.752
H 2.602 -1.677 0.807
H 2.884 -1.319 -0.947
H 2.769 -0.034 0.284
H 0.530 -1.972 -0.545
H -1.009 2.858 -1.918
H -2.371 2.452 -0.661
H -1.658 -0.954 -0.403
H -1.330 0.454 2.332
H -1.775 -1.330 1.783
H 0.518 0.662 0.985
S 0.522 0.284 -1.722
*
```

Its structure (SMILES) is C=C1S[C@@H](C)[C@@H]2C[C@@H]12. The calculation puts the largest force on an atom at 2.2 eV/A. The gap between HOMO and LUMO comes out at 9.4 eV. The HOMO energy comes out at -8.3802 eV. The calculation puts the lowest unoccupied orbital energy at 1.01 eV. The molar mass is 126.2 g mol⁻¹.